No. 1
Entry from OMol25: a structure of composition C18H53N3O12Ti (wB97M-V/def2-TZVPD).

Computed properties:
Max |F| ... 4.8 eV/A
Molecular weight ... 551.50 Da
LUMO ... -0.0006 hartree
Calculated total energy ... -71678.781 eV

Geometry as XYZ:
```
87
Properties=species:S:1:pos:R:3:forces:R:3:mulliken_charge:R:1
Ti 0.756 4.184 1.895 1.9784 -2.8569 3.3163 1.62
O 0.649 5.851 1.333 -0.2673 1.1244 -0.5863 -0.78
H 1.526 6.217 1.169 0.0376 0.4003 -0.1362 0.31
O 1.150 2.946 0.660 -0.3455 -0.3405 -0.5155 -0.29
H 0.944 2.049 0.355 0.0439 0.5666 0.2250 0.23
O -0.473 3.487 3.132 0.7186 1.0585 -1.6772 -0.78
H -0.096 3.190 3.959 -0.0854 -0.2703 0.4880 0.26
O 2.444 4.201 2.895 -1.8220 -1.5439 -0.7801 -0.78
H 2.719 3.260 3.116 -0.3487 1.7147 -0.4525 0.27
C 0.217 -0.677 -4.674 0.7924 1.6721 -0.7666 -0.73
O 1.607 -0.385 -4.513 -0.2140 -1.0373 -0.9224 -0.41
C 2.068 -0.547 -3.214 -0.4494 -0.3707 1.5481 -0.37
C 1.852 0.767 -2.468 -0.0639 -0.0469 -1.0041 -0.04
N 2.422 1.877 -3.287 0.1285 -1.3623 2.1578 -0.40
C 1.931 3.110 -2.741 1.0526 1.0688 -1.2367 -0.99
C 2.660 4.284 -3.443 -1.6953 -1.8048 0.5940 -0.35
O 2.409 4.142 -4.849 0.6569 1.6660 1.2999 -0.30
C 2.845 5.343 -5.446 1.9721 0.7728 -1.8622 -0.71
H -0.347 -0.008 -4.028 -0.4012 0.4275 -0.2900 0.29
H -0.075 -1.644 -4.351 0.1385 -1.3641 0.0100 0.33
H 0.039 -0.500 -5.761 -0.2964 -0.2200 1.0030 0.24
H 3.125 -0.791 -3.173 0.2879 0.0889 -0.5997 0.37
H 1.574 -1.417 -2.690 0.1447 0.7977 -0.3787 0.16
H 2.338 0.686 -1.491 -0.0334 0.3322 0.0082 -0.03
H 0.757 0.915 -2.336 0.3385 0.0233 0.2314 0.14
H 2.111 1.772 -4.228 -0.1677 -0.1445 -0.6647 0.35
H 2.202 3.185 -1.689 -0.3829 -0.1322 0.2036 0.23
H 0.855 3.167 -2.938 -0.2269 0.3093 0.4178 0.74
H 3.703 4.189 -3.157 0.4208 0.2289 -0.4355 0.38
H 2.224 5.192 -3.021 0.1771 0.4478 -0.3890 0.37
H 2.662 5.244 -6.531 -0.0145 -0.0471 0.4136 0.27
H 4.059 5.470 -5.401 -2.8524 -0.1034 0.3832 0.24
H 2.293 6.299 -5.154 0.7963 -1.3359 0.2499 0.28
C -6.787 1.570 3.446 -1.6146 -0.8814 0.3378 -0.74
O -5.986 0.485 2.955 -1.1184 0.7980 1.5892 -0.33
C -4.776 0.980 2.468 0.1868 -1.4292 -0.6134 -0.73
C -4.096 -0.170 1.735 0.9289 1.2099 -0.3747 -0.37
N -3.651 -1.154 2.676 -0.3425 0.7713 0.8783 -0.12
C -3.157 -2.413 2.199 0.8204 0.5236 -1.7361 -1.44
C -1.710 -2.336 1.587 -1.8328 0.5540 1.1724 -0.09
O -1.895 -1.972 0.240 0.0386 -0.3485 0.3624 -0.46
C -0.808 -1.256 -0.229 -1.0770 1.4108 -1.4823 -0.24
H -7.818 1.190 3.679 0.8982 0.0461 -0.6049 0.24
H -6.886 2.372 2.702 0.1653 -0.1536 0.0626 0.30
H -6.503 1.996 4.413 0.7980 -0.0583 -0.1702 0.30
H -4.111 1.414 3.207 0.0820 -0.0435 0.5774 0.23
H -5.063 1.748 1.808 0.2219 1.2032 -1.3228 0.56
H -3.224 0.290 1.263 0.0896 -0.1271 -0.3493 0.12
H -4.729 -0.570 0.943 -0.2806 -0.0449 -0.1322 0.34
H -4.419 -1.225 3.332 0.1799 -0.7195 0.1344 0.30
H -3.805 -2.872 1.432 0.1167 0.1380 -0.0841 0.39
H -3.180 -3.057 3.012 0.2332 -1.3798 1.6235 0.53
H -1.192 -3.268 1.673 0.2581 -0.9719 -0.0558 0.48
H -1.096 -1.621 2.171 -0.3828 0.1177 -0.3979 0.31
H -0.685 -0.366 0.374 0.3553 0.4647 0.3785 0.33
H -1.104 -0.898 -1.232 0.3995 -0.2250 0.2272 0.17
H 0.106 -1.791 -0.283 0.9961 -0.7435 0.0133 0.00
C -1.909 -5.842 0.837 -0.0742 0.8079 0.8621 -0.70
O -0.528 -5.738 1.003 1.1384 1.4223 1.2288 -0.35
C 0.182 -5.392 -0.173 -2.1386 0.0530 -1.3475 -0.39
C 1.634 -5.189 0.021 0.6337 -2.3963 -1.4500 -0.80
N 1.974 -3.849 0.281 0.4244 0.4771 -0.1494 0.02
C 3.252 -3.793 0.927 1.2757 1.1859 -1.7255 -0.84
C 3.768 -2.324 0.989 -1.9541 -0.0603 0.7130 -0.39
O 2.715 -1.643 1.764 1.1337 1.1755 -0.7695 -0.30
C 2.912 -0.187 1.891 -1.9472 -2.1381 0.1039 -0.68
H -2.302 -6.139 1.821 -0.0769 0.0367 -0.5050 0.21
H -2.075 -6.572 0.101 -0.6977 -1.3920 -0.9984 0.39
H -2.422 -4.930 0.481 0.3998 0.0305 0.2704 0.24
H -0.138 -4.420 -0.623 -0.6535 -0.6013 0.1997 0.17
H -0.141 -6.236 -0.813 0.9230 0.5338 -0.7072 0.50
H 2.176 -5.419 -0.946 -0.5317 -0.5782 1.0500 0.40
H 1.864 -5.913 0.820 0.7628 0.0859 -0.0522 0.28
H 1.259 -3.504 0.841 -1.2397 1.3337 1.5451 0.02
H 3.889 -4.261 0.167 0.4712 -0.2737 0.3793 0.41
H 3.297 -4.408 1.823 0.1873 0.3807 0.5294 0.45
H 3.849 -1.895 -0.071 -0.0906 -0.5083 1.4445 0.17
H 4.696 -2.242 1.560 0.1649 -0.0208 -0.3444 0.40
H 3.648 0.025 2.626 1.0066 0.2312 0.5090 0.38
H 1.941 0.183 2.293 0.6057 -0.0963 -0.4570 0.05
H 3.134 0.232 0.926 0.1655 0.3859 -0.3821 0.32
O -0.390 5.194 -1.713 0.3444 -0.5535 -0.6890 -0.65
H -0.299 5.610 -0.858 0.3209 0.0960 0.3761 0.28
H 0.411 4.657 -1.886 -0.7635 0.5744 0.4859 0.26
O -1.344 0.700 4.344 0.6618 0.1635 1.5097 -0.60
H -1.426 0.757 3.415 -0.2353 0.0854 -1.5131 0.25
H -2.199 0.404 4.651 -0.3543 -0.2713 -0.0018 0.31
```
Forces are in eV/Å.

No. 2
Entry from OMol25: a cluster of 12 separate species, C18H54N18O12 in total (wB97M-V/def2-TZVPD).

Computed properties:
Max |F| ... 3.9 eV/A
Molecular weight ... 714.74 Da
Structure (SMILES) ... CC(N)=O.CC(N)=O.CC(N)=O.CC(N)=O.CC(N)=O.CC(N)=O.NC(N)=O.NC(N)=O.NC(N)=O.NC(N)=O.NC(N)=O.NC(N)=O
LUMO ... 0.0085 hartree
Calculated total energy ... -70944.791 eV

Geometry as XYZ:
```
102
Properties=species:S:1:pos:R:3:forces:R:3:mulliken_charge:R:1
C -0.427 4.063 -0.708 -0.1419 -1.5011 -0.2649 0.64
O -1.503 3.640 -1.158 0.2599 0.4676 -0.3978 -0.77
N 0.711 4.205 -1.394 1.3585 0.4416 -1.9534 -0.38
N -0.224 4.276 0.609 -0.3188 -0.0385 2.5156 -0.29
H 0.848 4.151 -2.423 -0.8634 -0.1179 0.8439 0.24
H 1.565 4.044 -0.884 0.0133 0.0953 -0.0876 0.12
H -0.609 3.628 1.342 0.4847 1.1692 -1.1097 0.18
H 0.594 4.831 0.868 -0.6031 -0.7026 -0.0439 0.17
C 3.591 -4.616 -2.227 -0.2006 0.2652 -1.0777 0.56
O 4.098 -3.835 -1.453 -0.1545 0.3508 0.1182 -0.56
N 4.010 -5.931 -2.335 -0.5104 1.4851 -0.2932 -0.47
N 2.619 -4.240 -3.221 -0.5057 -0.4959 1.5613 -0.53
H 4.573 -6.245 -1.576 0.1995 -0.2945 0.3870 0.25
H 3.284 -6.511 -2.668 -0.2464 -1.1468 -0.2324 0.22
H 2.019 -5.047 -3.449 0.4032 0.7060 -0.1254 0.28
H 1.999 -3.467 -2.897 0.9876 -0.7778 -0.2694 0.25
C 3.371 0.586 3.235 0.7250 -0.7002 2.0324 0.43
O 3.570 0.798 4.439 0.1372 0.4616 -0.3890 -0.82
N 3.749 1.451 2.280 -0.9770 -0.6383 -0.9229 -0.23
N 2.843 -0.621 2.871 -0.3425 0.5248 0.5277 -0.28
H 3.557 1.268 1.306 0.1410 0.1151 0.0623 0.22
H 4.461 2.066 2.550 0.7782 1.0596 0.1551 0.22
H 2.319 -0.988 3.681 0.1350 0.0778 -1.0249 0.34
H 2.409 -0.569 1.964 -0.6683 -0.7577 -0.3244 0.36
C -1.716 -0.437 3.010 0.1688 -1.3744 0.2148 0.23
O -2.583 -1.312 2.882 0.7174 1.0682 0.1390 -0.66
N -0.361 -0.778 3.107 -1.1593 -0.9462 0.5405 0.01
N -1.973 0.900 3.073 -1.1543 0.6280 0.0564 -0.11
H -0.098 -1.776 3.026 -0.4609 0.9222 -0.1697 0.39
H 0.310 -0.143 2.764 0.6185 0.8004 -0.4006 -0.11
H -2.939 1.222 3.175 0.3179 -0.8291 -0.3264 0.24
H -1.348 1.578 3.473 0.7702 -0.1597 -0.1238 0.12
C 3.761 1.507 -2.042 0.3459 1.5176 0.6683 0.60
O 3.152 2.386 -1.377 0.3512 -2.0039 -0.8130 -0.63
N 4.604 1.931 -3.064 0.0826 -2.0843 0.2185 -0.46
N 3.709 0.151 -1.810 -0.8080 1.1163 0.8636 -0.15
H 5.378 1.326 -3.346 -0.5998 0.4116 0.0977 0.20
H 4.735 2.902 -3.210 -0.1385 0.6447 0.1863 0.23
H 4.260 -0.505 -2.310 0.3844 -0.2686 -0.4650 0.17
H 3.189 -0.216 -1.001 0.1344 0.5545 -0.5573 0.02
C 0.871 3.254 4.250 2.4359 0.8947 0.3939 0.41
O 0.007 3.097 3.436 -1.9711 -0.4771 -1.2907 -0.47
N 1.282 2.329 5.159 1.5616 2.0728 0.5577 -0.44
N 1.660 4.422 4.232 -0.0960 -0.8007 0.6116 -0.51
H 2.289 2.188 5.249 -0.1827 0.3956 0.0015 0.30
H 0.861 1.466 5.161 -1.6181 -2.1213 -0.2487 0.28
H 1.843 4.857 5.123 0.1860 -0.0510 -0.1593 0.21
H 1.545 5.032 3.444 -0.3885 0.0763 0.1227 0.19
O -5.134 2.165 1.935 1.0727 0.5683 -0.1952 -0.70
C -4.298 2.952 1.468 -1.2372 -1.5080 -0.6396 0.59
N -3.427 2.619 0.496 -0.3473 -0.6930 0.3493 0.14
C -4.239 4.373 1.808 -0.4946 0.4999 0.3734 -1.05
H -2.746 3.235 0.082 0.1913 0.1306 -0.1084 0.20
H -3.366 1.643 0.295 0.1190 -0.4868 -0.2317 0.05
H -4.662 4.440 2.809 0.3555 0.5267 0.0568 0.33
H -4.913 4.896 1.110 0.4502 0.0903 0.2308 0.27
H -3.192 4.648 1.690 -0.2427 0.7947 0.3276 0.31
O -2.619 -0.004 -2.548 0.5123 0.2656 -0.2129 -0.65
C -3.792 0.322 -2.584 -0.9791 0.8352 0.8640 0.74
N -4.210 1.622 -2.460 0.8167 -0.2158 0.0961 -0.32
C -4.840 -0.695 -2.947 0.5430 -1.7136 0.6834 -1.18
H -5.141 1.835 -2.188 -0.7473 -0.2219 -0.0212 0.27
H -3.563 2.331 -2.134 0.2683 -0.3131 -0.0989 0.16
H -5.877 -0.706 -2.556 0.6939 0.8259 -0.2413 0.40
H -4.419 -1.716 -2.676 -0.3758 1.2818 -0.5885 0.24
H -4.783 -0.541 -4.015 -0.6841 -0.6071 -0.6025 0.32
O -1.797 -4.848 -0.289 -0.0532 0.7454 0.4246 -0.64
C -2.532 -4.661 0.689 0.0201 -1.7140 -1.1040 0.76
N -2.115 -4.190 1.874 -0.2421 -0.7799 -2.4403 -0.09
C -3.986 -5.140 0.561 -0.2843 2.7919 0.9868 -1.01
H -1.194 -3.797 1.890 0.4503 0.2866 0.8604 0.05
H -2.802 -4.194 2.563 -0.4971 0.7269 1.5989 0.19
H -4.491 -4.390 -0.098 0.3592 -0.5855 0.3754 0.19
H -4.501 -5.039 1.541 0.1097 -0.5452 -0.6183 0.32
H -4.070 -6.086 0.090 0.0956 -0.9055 -0.1345 0.32
O 0.696 3.402 -4.471 -1.3054 -1.8716 -0.2755 -0.75
C 0.068 2.310 -4.649 2.8232 2.6468 0.0663 0.69
N -1.088 2.110 -4.050 -1.2837 -2.1196 0.0739 -0.18
C 0.773 1.254 -5.442 -0.0721 -0.0183 -0.9808 -0.89
H -1.275 2.804 -3.356 -0.6094 0.3216 0.5746 0.13
H -1.540 1.163 -3.978 0.6693 1.5579 0.0080 0.13
H 0.968 1.619 -6.496 -0.0256 -0.3471 1.3633 0.29
H 0.262 0.298 -5.496 -0.2614 -0.0661 -0.0132 0.34
H 1.699 1.098 -4.883 0.1519 0.0354 -0.4233 0.13
O 1.468 -0.317 0.346 0.3131 -0.1809 0.9075 -0.61
C 0.446 -0.174 -0.334 0.7988 -0.3936 -1.0838 0.06
N 0.431 0.793 -1.238 0.4734 1.3456 -0.0384 1.01
C -0.659 -1.158 -0.367 -1.5385 -0.5233 0.0403 0.13
H -0.364 0.942 -1.830 -0.2036 0.1868 -0.0427 -0.12
H 1.200 1.484 -1.161 -0.7007 -0.4117 -0.4001 -0.41
H -1.167 -1.273 -1.370 0.5086 0.5528 1.2531 0.41
H -1.408 -0.924 0.442 0.5574 -0.2756 -0.8867 -0.13
H -0.230 -2.120 -0.131 0.0511 -0.3194 0.3091 -0.47
O 0.702 -3.433 2.432 -0.8530 -0.0296 0.4136 -0.87
C 1.576 -3.807 1.661 -0.0628 0.6616 0.6062 0.69
N 2.823 -3.358 1.813 1.4657 -0.8174 -1.0014 -0.27
C 1.274 -4.739 0.541 -0.0303 -0.0135 -0.5150 -0.41
H 3.492 -3.669 1.103 -0.1376 0.4760 0.6739 0.14
H 3.128 -2.780 2.597 -0.3457 -0.2423 -0.6303 0.24
H 2.108 -4.870 -0.124 0.5792 -0.1171 -0.1223 -0.15
H 0.463 -4.333 -0.070 -0.1933 -0.2827 0.3675 0.15
H 0.994 -5.712 0.944 -0.2294 0.1295 -0.0392 0.31
```
Forces are in eV/Å.

No. 3
Entry from OMol25: a structure of composition C18H54N2O11Zn (wB97M-V/def2-TZVPD).

Computed properties:
Max |F| ... 2.4 eV/A
Molecular weight ... 540.02 Da
LUMO ... 0.0096 hartree
ΔE to the lowest compared entry with this formula, charge and spin ... 0.0000 eV
Calculated total energy ... -93463.060 eV

Geometry as XYZ:
```
86
Properties=species:S:1:pos:R:3:forces:R:3:mulliken_charge:R:1
Zn -9.727 -2.221 17.603 0.6905 0.5021 0.1190 -0.38
O -9.577 -3.926 18.476 0.5060 0.6187 0.4543 -0.87
C -8.728 -4.660 17.665 0.2048 -1.5254 -1.1615 0.11
C -7.570 -3.881 16.938 -0.9372 -0.0733 1.6289 1.65
O -8.032 -2.580 16.660 -0.2477 0.3366 -0.5137 -0.15
H -9.358 -5.003 16.820 0.2358 -0.3453 -0.1320 -0.48
H -8.352 -5.610 18.166 -0.1183 1.0719 -0.2881 0.47
H -7.359 -4.454 16.038 0.2732 0.0114 -0.0966 -0.14
H -6.673 -3.852 17.602 -0.3838 0.1357 -0.5326 -0.68
C -10.199 -7.777 15.374 0.2802 0.2014 -2.0515 0.65
O -9.031 -7.469 15.106 -0.9068 -0.3128 0.5974 -0.58
N -11.012 -8.333 14.428 -0.4849 -0.4566 -0.3767 -0.49
N -10.811 -7.543 16.527 0.0628 0.4241 2.0015 -0.31
H -11.996 -8.580 14.539 0.8448 0.3031 0.0720 0.15
H -10.616 -8.305 13.516 -0.0272 -0.2347 -0.5303 0.22
H -11.801 -7.593 16.728 0.4276 -0.0414 -0.3285 0.23
H -10.208 -7.061 17.161 -0.1263 0.2268 0.6216 0.17
C -5.492 -3.746 13.948 0.1410 0.0828 0.2401 -0.03
C -4.783 -5.067 13.638 -1.1831 -0.2534 0.3642 -0.13
C -5.243 -6.137 14.632 1.0792 0.4224 0.2369 -0.61
O -5.072 -5.524 12.338 0.6009 0.2301 -0.8502 -0.59
H -5.100 -3.231 14.843 0.0059 -0.3907 -0.2744 0.09
H -6.526 -4.006 14.185 -0.1417 0.4494 -0.3368 -0.46
H -5.397 -3.043 13.110 -0.2396 -0.2667 0.1402 0.43
H -3.731 -4.889 13.619 0.8959 -0.1906 0.2942 0.46
H -6.294 -6.352 14.547 -0.6827 0.3409 0.0598 0.14
H -4.983 -5.790 15.626 -0.2908 -0.0223 0.4302 0.03
H -4.775 -7.101 14.513 0.5521 -0.2352 -0.3378 0.42
H -5.999 -5.716 12.283 -0.7458 -0.1671 -0.0376 0.33
C -13.829 -3.307 18.509 0.9152 0.1489 0.7053 -1.39
C -13.017 -2.555 17.450 -1.1720 0.7258 0.6470 0.85
C -13.446 -1.105 17.093 -0.7104 -1.3708 -1.2385 -1.18
O -11.758 -2.321 18.068 1.3551 -0.1942 0.4563 -0.34
H -14.671 -3.849 18.157 -0.8243 -0.2663 -0.6941 0.40
H -14.173 -2.660 19.332 0.2613 -0.0446 -0.3244 0.31
H -13.144 -4.078 18.929 -0.5532 0.3378 -0.0718 0.36
H -12.878 -3.220 16.580 -0.1193 0.4663 0.1085 0.08
H -13.096 -0.395 17.816 -0.1044 0.0909 0.7156 0.35
H -14.536 -0.987 16.889 0.8382 -0.1274 0.1305 0.36
H -12.877 -0.891 16.192 -0.1946 0.3852 -0.3783 0.22
H -11.645 -3.004 18.749 0.1987 -0.0554 -0.0432 0.31
C -9.097 -2.337 12.725 1.1117 0.5866 0.8722 -0.94
C -10.267 -1.723 13.485 0.7150 -2.0439 1.0296 0.35
C -11.090 -2.901 13.934 -0.9636 -1.8743 0.9203 -0.81
O -9.651 -1.124 14.622 0.0079 0.2390 1.0868 -0.55
H -8.344 -1.556 12.591 -0.0508 -0.0751 -0.4380 0.31
H -9.285 -2.868 11.818 -0.3845 -0.1739 -0.6700 0.48
H -8.609 -3.048 13.443 -0.4621 0.4210 -0.6359 -0.10
H -10.917 -1.001 13.013 0.3465 0.4628 -0.3681 0.45
H -11.964 -2.772 14.604 0.6623 0.6608 -0.0838 0.00
H -10.437 -3.689 14.397 -0.3578 0.8088 -0.0685 -0.02
H -11.544 -3.454 13.119 0.0411 0.1122 -0.6808 0.47
H -9.062 -1.761 15.126 -0.4160 0.4736 -0.7628 0.12
C -5.527 -1.971 19.633 -0.6595 0.2310 2.0111 -1.08
C -5.583 -0.862 18.597 0.1986 0.0985 0.6473 0.48
C -4.570 -1.115 17.478 0.3237 0.3866 -0.3802 -0.93
O -6.880 -0.622 18.096 0.0425 -0.8085 -0.4928 -0.74
H -6.235 -1.861 20.472 -0.1919 0.7671 -0.3490 0.34
H -4.586 -1.976 20.205 0.0977 -0.2623 -0.7699 0.44
H -5.842 -2.955 19.330 0.5588 -0.4985 -0.8475 -0.03
H -5.392 0.103 19.096 0.5275 -0.4845 -0.0317 0.42
H -3.747 -1.787 17.750 -0.2248 0.1743 0.2923 0.35
H -4.123 -0.140 17.238 -0.0773 -0.3986 -0.4654 0.32
H -5.030 -1.572 16.583 -0.0344 0.4100 0.3875 0.01
H -7.196 -1.412 17.566 0.1125 0.3326 -0.0198 0.35
C -6.747 -8.158 17.873 0.5764 0.2960 0.9314 -0.75
C -5.287 -7.723 18.148 -0.8218 0.2142 -1.7950 0.39
C -5.163 -6.253 18.598 0.4864 -1.3400 -0.7520 -0.52
O -4.745 -8.588 19.108 0.8417 -0.6502 0.2627 -0.57
H -7.323 -7.998 18.805 0.0821 -0.3788 -0.4394 0.20
H -6.723 -9.212 17.570 -0.2627 0.1493 0.2442 0.44
H -7.205 -7.596 17.078 -0.1835 0.3058 -0.4224 -0.05
H -4.789 -7.860 17.149 0.0981 0.2640 0.8373 0.14
H -5.666 -5.655 17.825 0.0261 0.0758 0.6970 -0.43
H -4.111 -5.963 18.669 -0.0609 -0.0141 -0.1633 0.40
H -5.558 -6.198 19.599 -0.5854 0.4530 0.2419 0.45
H -4.542 -9.436 18.673 -0.1806 0.5556 0.3780 0.37
O -9.289 -0.197 18.032 -1.2495 0.0605 0.1949 -0.49
H -8.392 -0.013 18.345 0.8124 -0.6167 0.2844 0.45
H -9.450 0.564 17.455 -0.5897 -0.0043 -0.6719 0.33
O -9.885 1.328 15.712 0.8539 0.9448 -0.0944 -0.75
H -9.089 1.473 15.156 -0.6817 -0.0375 0.5944 0.33
H -10.180 0.476 15.391 -0.0824 -0.7189 -0.3003 0.41
O -11.385 -5.271 19.597 -0.6368 -0.3711 -0.1011 -0.72
H -10.663 -4.946 18.980 0.1585 -0.1855 0.7685 0.48
H -11.302 -6.196 19.870 0.3012 0.5147 -0.3023 0.24
```
Forces are in eV/Å.